Entry 1:
{"formula": "C3H6NO3", "method": "ωB97M-V with the def2-TZVPD basis set", "species": ["C", "C", "C", "N", "O", "O", "O", "H", "H", "H", "H", "H", "H"], "coordinates": [[-3.140, -0.726, 0.769], [1.852, -0.079, 0.664], [1.052, 0.594, -0.163], [0.181, -0.285, -1.043], [-2.242, -0.518, 0.081], [-3.960, -0.964, 1.546], [0.806, 1.877, -0.452], [2.267, 0.187, 1.675], [1.760, -1.092, 0.475], [0.386, -1.257, -1.026], [0.407, 0.135, -1.927], [-0.803, -0.256, -0.751], [1.433, 2.384, 0.153]], "homo_energy_ev": -14.4, "total_energy_ev": -10833.4448, "lumo_ev": -3.530, "orbital_gap_ev": 10.919, "charge": 1, "multiplicity": 1, "relative_energy_kj_mol": 50.2}

***

Entry 2:
{"formula": "C3H6NO3P", "method": "ωB97M-V with the def2-TZVPD basis set", "species": ["C", "C", "C", "N", "O", "O", "O", "P", "H", "H", "H", "H", "H", "H"], "coordinates": [[1.407, -0.989, 0.022], [2.013, 0.278, -0.070], [3.268, 0.631, -0.514], [-1.984, 0.320, 0.247], [-4.176, -0.956, -0.801], [-2.710, -0.372, 1.349], [-4.411, 1.328, 0.462], [-3.606, 0.139, 0.063], [0.445, -0.969, 0.591], [2.093, -1.794, 0.024], [1.373, 1.123, 0.217], [4.181, 0.028, -0.809], [-1.584, -0.379, -0.264], [3.689, 1.611, -0.517]], "homo_energy_ev": 1.4, "total_energy_ev": -20127.2960, "lumo_ev": 6.583, "orbital_gap_ev": 5.138, "charge": -2, "multiplicity": 1, "relative_energy_kj_mol": 268.0}

***

Entry 3:
{"formula": "C3H6NO4", "method": "ωB97M-V with the def2-TZVPD basis set", "species": ["O", "N", "O", "C", "C", "O", "C", "O", "H", "H", "H", "H", "H", "H"], "coordinates": [[-1.203, -2.100, -0.186], [-1.201, -0.797, 0.034], [-2.326, -0.289, 0.389], [-0.127, -0.074, 0.061], [-0.213, 1.467, 0.090], [-1.421, 1.932, -0.325], [1.343, -0.486, -0.229], [1.733, -1.846, 0.227], [0.128, 1.744, 1.133], [0.587, 1.934, -0.525], [-1.953, 1.159, -0.009], [1.765, -0.473, -1.273], [1.957, 0.155, 0.334], [0.929, -2.327, 0.278]], "homo_energy_ev": -3.7, "total_energy_ev": -12885.8119, "lumo_ev": 3.905, "orbital_gap_ev": 7.649, "charge": -1, "multiplicity": 1, "relative_energy_kj_mol": 603.8}

***

Entry 4:
{"formula": "C3H6NO4", "method": "ωB97M-V with the def2-TZVPD basis set", "species": ["O", "C", "N", "C", "O", "O", "C", "H", "H", "H", "H", "H", "H", "O"], "coordinates": [[1.462, 1.568, -0.824], [1.023, 0.651, -0.115], [-0.240, 0.220, -0.267], [-0.880, -0.866, 0.598], [-0.115, -1.735, 1.007], [-2.061, -0.558, 0.883], [2.003, 0.091, 0.930], [-0.922, 0.781, -0.745], [2.494, -0.782, 0.538], [1.451, -0.141, 1.846], [2.699, 0.866, 1.233], [-2.635, -0.250, -1.039], [-1.689, -0.062, -2.154], [-2.590, 0.216, -1.892]], "homo_energy_ev": -5.2, "total_energy_ev": -12891.2682, "lumo_ev": 3.942, "orbital_gap_ev": 9.182, "charge": -1, "multiplicity": 1, "relative_energy_kj_mol": 77.4}

***

Entry 5:
{"formula": "C3H6NO4P", "method": "ωB97M-V with the def2-TZVPD basis set", "species": ["C", "C", "C", "N", "O", "O", "O", "O", "P", "H", "H", "H", "H", "H", "H"], "coordinates": [[-1.019, -1.087, 0.104], [-0.929, 0.074, 1.078], [1.163, -0.065, -1.052], [-0.510, -0.595, -1.119], [0.491, 2.298, -0.026], [-1.175, -0.261, -2.110], [2.658, 1.003, 0.853], [0.337, 0.316, 1.543], [1.240, 1.167, 0.524], [-0.489, -1.960, 0.505], [-2.044, -1.391, -0.102], [-1.227, 0.959, 0.440], [-1.704, -0.040, 1.928], [1.747, -0.857, -0.604], [1.461, 0.440, -1.960]], "homo_energy_ev": [-8.9, -10.5], "total_energy_ev": -22173.0756, "lumo_ev": [0.609, -4.342], "s2": 2.0127, "orbital_gap_ev": [9.540, 6.120], "multiplicity": 3}

***

Entry 6:
{"formula": "C3H6NO4S", "method": "ωB97M-V with the def2-TZVPD basis set", "species": ["N", "C", "O", "C", "C", "S", "O", "O", "O", "H", "H", "H", "H", "H", "H"], "coordinates": [[-1.449, -2.089, 0.942], [-1.075, -1.150, -0.150], [-1.940, -0.673, -0.918], [0.485, -0.776, -0.221], [0.779, 0.560, -1.042], [0.603, 1.990, 0.163], [1.932, 2.296, 0.815], [0.054, 3.149, -0.661], [-0.580, 1.596, 1.242], [-0.578, -2.373, 1.413], [-1.937, -1.500, 1.643], [1.035, -1.657, -0.690], [0.884, -0.637, 0.845], [-0.022, 0.701, -1.836], [1.809, 0.562, -1.547]], "homo_energy_ev": -4.8, "total_energy_ev": -23724.3272, "lumo_ev": 3.518, "orbital_gap_ev": 8.316, "charge": -1, "multiplicity": 1, "relative_energy_kj_mol": 38.5}

***

Entry 7:
{"formula": "C3H6NOP", "method": "ωB97M-V with the def2-TZVPD basis set", "species": ["C", "N", "P", "C", "C", "O", "H", "H", "H", "H", "H", "H"], "coordinates": [[-2.103, -1.343, -0.081], [-1.015, -0.481, 0.019], [0.846, -1.258, -0.023], [1.889, 0.259, -0.013], [1.268, 1.607, 0.106], [3.078, 0.045, -0.105], [-1.930, -2.396, 0.157], [-2.499, -1.281, -1.106], [-2.891, -0.940, 0.568], [1.926, 2.354, -0.333], [1.147, 1.827, 1.166], [0.285, 1.607, -0.354]], "homo_energy_ev": [-9.2, -9.2], "total_energy_ev": -16031.0100, "lumo_ev": [-1.810, -1.811], "orbital_gap_ev": [7.380, 7.379], "multiplicity": 1, "relative_energy_kj_mol": 308.4}

***

Entry 8:
{"formula": "C3H6NOP", "method": "ωB97M-V with the def2-TZVPD basis set", "species": ["C", "C", "C", "N", "O", "P", "H", "H", "H", "H", "H", "H"], "coordinates": [[-0.417, -0.334, -0.043], [0.769, -0.470, 0.893], [-0.952, 1.067, -0.100], [0.616, -0.185, 2.306], [-0.498, 0.220, 2.656], [-2.548, 1.284, 0.683], [-0.395, -0.806, -1.123], [-1.114, -0.952, 0.440], [0.933, -1.541, 0.984], [1.698, -0.148, 0.518], [-0.267, 1.755, 0.332], [-1.137, 1.465, -1.067]], "homo_energy_ev": [-7.8, -7.8], "total_energy_ev": -16028.8771, "lumo_ev": [-0.675, -0.702], "orbital_gap_ev": [7.101, 7.077], "multiplicity": 1, "relative_energy_kj_mol": 514.1}

***

Entry 9:
{"formula": "C3H6NOS", "method": "ωB97M-V with the def2-TZVPD basis set", "species": ["N", "C", "C", "O", "C", "S", "H", "H", "H", "H", "H", "H"], "coordinates": [[1.532, 0.378, -0.031], [0.155, 0.056, -0.487], [-0.176, -1.386, -0.059], [0.694, -2.241, -0.068], [-0.904, 0.970, -0.011], [-1.316, 0.589, 1.781], [2.051, -0.485, 0.006], [1.426, 0.810, 0.875], [0.301, 0.070, -1.577], [-1.199, -1.679, 0.175], [-0.783, 2.051, 0.062], [-1.781, 0.868, -0.666]], "homo_energy_ev": -2.8, "total_energy_ev": -17581.5803, "lumo_ev": 4.103, "orbital_gap_ev": 6.873, "charge": -1, "multiplicity": 1, "relative_energy_kj_mol": 143.3}

***

Entry 10:
{"formula": "C3H6NOS", "method": "ωB97M-V with the def2-TZVPD basis set", "species": ["O", "C", "N", "C", "C", "S", "H", "H", "H", "H", "H", "H"], "coordinates": [[0.678, 0.136, -2.042], [-0.179, 0.365, -0.924], [-0.122, -0.883, -0.143], [-0.256, -0.571, 1.298], [0.218, 0.848, 1.566], [0.446, 1.771, 0.136], [0.567, 0.755, -2.666], [-1.062, 0.675, -1.307], [0.779, -1.486, -0.187], [-0.959, -1.515, -0.403], [-0.070, -1.300, 2.105], [-0.040, 1.204, 2.568]], "homo_energy_ev": -13.4, "total_energy_ev": -17571.2668, "lumo_ev": -4.412, "orbital_gap_ev": 8.987, "charge": 1, "multiplicity": 1, "relative_energy_kj_mol": 207.7}

***

Entry 11:
{"formula": "C3H6NOS", "method": "ωB97M-V with the def2-TZVPD basis set", "species": ["C", "C", "C", "N", "O", "S", "H", "H", "H", "H", "H", "H"], "coordinates": [[-0.410, -1.552, 0.037], [0.463, -0.292, 0.296], [-0.786, 0.654, 0.002], [-0.843, 1.950, -0.040], [1.761, -0.294, -0.240], [-1.942, -0.565, -0.096], [-0.191, -2.043, -0.907], [-0.427, -2.287, 0.838], [0.631, -0.171, 1.376], [0.007, 2.495, 0.053], [-1.714, 2.450, -0.175], [1.766, -0.448, -1.192]], "homo_energy_ev": [-11.3, -15.3], "total_energy_ev": -17569.4797, "lumo_ev": [-3.935, -8.844], "s2": 2.0065, "orbital_gap_ev": [7.349, 6.470], "charge": 1, "multiplicity": 3, "relative_energy_kj_mol": 27.5}

***

Entry 12:
{"formula": "C3H6NPS", "method": "ωB97M-V with the def2-TZVPD basis set", "species": ["C", "C", "C", "N", "P", "S", "H", "H", "H", "H", "H", "H"], "coordinates": [[3.233, 0.660, -0.063], [-1.626, 0.311, -0.546], [-0.989, 0.286, 0.814], [4.094, 1.401, -0.012], [1.086, -1.263, -0.665], [0.031, -1.272, 1.041], [-2.317, -0.453, -0.650], [-2.285, 1.216, -0.701], [-0.792, 0.261, -1.374], [-1.572, 0.216, 1.711], [-0.477, 1.200, 1.153], [1.614, -2.562, -0.707]], "homo_energy_ev": [-9.4, -9.4], "total_energy_ev": -24818.4082, "lumo_ev": [-2.378, -2.379], "orbital_gap_ev": [7.045, 7.042], "multiplicity": 1, "relative_energy_kj_mol": 342.2}

***

Entry 13:
{"formula": "C3H6NS", "method": "ωB97M-V with the def2-TZVPD basis set", "species": ["C", "C", "C", "N", "S", "H", "H", "H", "H", "H", "H"], "coordinates": [[-1.571, 0.808, -0.063], [1.917, -1.572, -0.606], [1.042, 0.969, 0.360], [-0.175, 0.600, -0.223], [2.330, -0.177, 0.320], [-1.820, 1.815, 0.275], [-2.207, 0.060, -0.501], [1.961, -1.585, -1.666], [2.509, -2.311, -0.041], [1.210, 1.891, 0.884], [-0.067, -0.323, -0.787]], "homo_energy_ev": [-13.2, -14.0], "total_energy_ev": -15522.2653, "lumo_ev": [-6.110, -6.008], "orbital_gap_ev": [7.084, 7.954], "charge": 1, "multiplicity": 1, "relative_energy_kj_mol": 223.8}

***

Entry 14:
{"formula": "C3H6O", "method": "ωB97M-V with the def2-TZVPD basis set", "species": ["C", "C", "C", "O", "H", "H", "H", "H", "H", "H"], "coordinates": [[0.986, 0.603, 0.987], [0.420, 0.125, -0.296], [-1.415, -0.678, -0.979], [-0.839, 0.469, -0.581], [0.624, 1.620, 1.185], [2.079, 0.609, 0.955], [0.678, -0.015, 1.845], [0.897, -0.578, -0.967], [-2.113, -0.608, -1.804], [-1.315, -1.546, -0.346]], "homo_energy_ev": [-7.4, -7.8], "total_energy_ev": -5251.7729, "lumo_ev": [0.741, 0.998], "orbital_gap_ev": [8.109, 8.773], "multiplicity": 1, "relative_energy_kj_mol": 378.4}

***

Entry 15:
{"formula": "C3H6O", "method": "ωB97M-V with the def2-TZVPD basis set", "species": ["C", "C", "C", "O", "H", "H", "H", "H", "H", "H"], "coordinates": [[1.220, -0.401, -0.068], [-0.172, 0.014, 0.587], [-1.225, 0.429, -0.280], [-1.258, -0.908, 0.318], [1.423, 0.341, -0.783], [1.262, -1.225, -0.738], [1.889, -0.442, 0.687], [-0.062, 0.580, 1.541], [-1.942, 1.185, 0.099], [-1.135, 0.427, -1.362]], "homo_energy_ev": -10.2, "total_energy_ev": -5253.7128, "lumo_ev": 1.206, "orbital_gap_ev": 11.402, "multiplicity": 1, "relative_energy_kj_mol": 191.2}

***

Entry 16:
{"formula": "C3H6O", "method": "ωB97M-V with the def2-TZVPD basis set", "species": ["C", "C", "C", "O", "H", "H", "H", "H", "H", "H"], "coordinates": [[0.937, 0.288, -0.759], [-0.253, 0.470, 0.144], [-0.995, -0.673, 0.685], [-0.037, 0.020, 1.471], [1.801, 0.815, -0.341], [0.766, 0.662, -1.773], [1.202, -0.772, -0.820], [-0.828, 1.397, 0.055], [-2.023, -0.546, 1.028], [-0.724, -1.673, 0.337]], "homo_energy_ev": -10.3, "total_energy_ev": -5254.4207, "lumo_ev": 1.223, "orbital_gap_ev": 11.516, "multiplicity": 1, "relative_energy_kj_mol": 122.9}

***

Entry 17:
{"formula": "C3H6O", "method": "ωB97M-V with the def2-TZVPD basis set", "species": ["C", "C", "C", "O", "H", "H", "H", "H", "H", "H"], "coordinates": [[0.233, 0.960, -0.766], [-0.508, -0.240, -0.103], [0.233, -0.924, 1.075], [1.407, -0.796, 1.278], [0.333, 1.722, 0.047], [1.221, 0.535, -1.035], [-0.250, 1.295, -1.689], [-0.787, -1.046, -0.808], [-1.501, 0.132, 0.318], [-0.383, -1.638, 1.682]], "homo_energy_ev": -9.9, "total_energy_ev": -5255.1614, "lumo_ev": 1.027, "orbital_gap_ev": 10.902, "multiplicity": 1, "relative_energy_kj_mol": 51.4}

***

Entry 18:
{"formula": "C3H6O", "method": "ωB97M-V with the def2-TZVPD basis set", "species": ["C", "C", "C", "O", "H", "H", "H", "H", "H", "H"], "coordinates": [[-0.797, -0.689, -0.768], [0.443, -0.540, 0.196], [0.599, 0.992, 0.619], [1.210, -1.383, 0.646], [-1.559, -0.216, -0.229], [-0.906, -1.819, -0.811], [-0.707, -0.346, -1.823], [1.592, 1.222, 0.402], [0.203, 1.188, 1.681], [-0.078, 1.591, 0.086]], "homo_energy_ev": -9.6, "total_energy_ev": -5254.9071, "lumo_ev": 0.926, "orbital_gap_ev": 10.541, "multiplicity": 1, "relative_energy_kj_mol": 76.0}

***

Entry 19:
{"formula": "C3H6O", "method": "ωB97M-V with the def2-TZVPD basis set", "species": ["O", "C", "C", "C", "H", "H", "H", "H", "H", "H"], "coordinates": [[2.310, 0.484, 0.725], [1.205, 0.656, 0.142], [0.009, -0.059, 0.532], [-1.231, -0.172, -0.235], [1.132, 1.243, -0.782], [1.111, -0.840, -0.571], [0.182, -0.418, 1.547], [-1.068, -0.102, -1.316], [-2.101, 0.426, 0.049], [-1.549, -1.217, -0.092]], "homo_energy_ev": [-17.0, -16.7], "total_energy_ev": -5242.8702, "lumo_ev": [-6.133, -8.993], "s2": 0.7555, "orbital_gap_ev": [10.859, 7.732], "charge": 1, "multiplicity": 2, "relative_energy_kj_mol": 356.7}

***

Entry 20:
{"formula": "C3H6O2", "method": "ωB97M-V with the def2-TZVPD basis set", "species": ["C", "C", "C", "H", "H", "H", "H", "H", "H", "O", "O"], "coordinates": [[1.801, 0.068, 0.022], [-0.516, 0.334, 0.017], [-1.867, -0.386, 0.002], [2.807, -0.825, -0.756], [2.031, -0.001, 1.138], [1.709, 1.232, -0.240], [-2.611, 0.307, -0.134], [-1.935, -0.701, 1.103], [-1.689, -1.130, -1.058], [0.581, -0.524, -0.022], [-0.311, 1.625, -0.071]], "homo_energy_ev": -10.4, "total_energy_ev": -7299.6281, "lumo_ev": 0.684, "orbital_gap_ev": 11.074, "multiplicity": 1, "relative_energy_kj_mol": 390.8}